A structure of composition C38H33ClIrN7O8P. Source: the Open Molecules 2025 dataset; level of theory: ωB97M-V with the def2-TZVPD basis set.

Results
total charge	+1
frontier orbital gap (spin up / spin down)	3.8550 / 3.8541	eV
ΔE to the lowest compared entry with this formula, charge and spin	65.9	kcal per mole

```
89
C38H33ClIrN7O8P, DFT ωB97M-V with the def2-TZVPD basis set
Ir 1.14508 -0.69289 0.59319
O 2.38058 -4.40759 3.30659
C 2.42478 -3.35849 3.94149
O 1.70638 -2.28949 3.34619
C 3.09518 -3.08899 5.11589
P 1.13648 -0.92929 3.94539
C -0.14752 -1.35109 5.16529
C -0.82952 -0.30909 5.78299
C -1.88832 -0.58119 6.63119
C -2.28652 -1.89119 6.84469
C -1.63682 -2.92589 6.19329
C -0.56482 -2.65989 5.35919
C 2.49808 0.09371 4.58009
C 2.48978 0.61751 5.86479
C 3.45078 1.54681 6.22599
C 4.40768 1.94961 5.30909
C 4.43458 1.39691 4.03839
C 3.48168 0.46401 3.66919
H 3.69328 -3.85379 5.57359
H 3.05778 -2.11449 5.56629
H -0.53462 0.71071 5.57809
H -2.40912 0.23261 7.11369
H -3.11862 -2.10809 7.49889
H -1.97412 -3.94139 6.33029
H -0.06282 -3.46989 4.85299
H 1.73198 0.29991 6.56859
H 3.43638 1.96621 7.21939
H 5.13528 2.69651 5.58459
H 5.18088 1.71291 3.32889
H 3.48768 0.03771 2.67439
C -6.05802 5.56231 -9.41641
O -4.91872 4.73521 -9.52171
C -4.26942 4.35211 -8.41101
C -3.19792 3.46611 -8.59741
C -2.50472 2.97391 -7.52301
C -2.84862 3.35371 -6.21701
C -3.89992 4.25431 -6.03381
C -4.60182 4.74881 -7.11311
C -2.17102 2.73021 -5.10901
N -1.35642 1.70121 -5.22661
C -1.03632 1.32671 -3.96821
C -1.67532 2.16041 -3.03771
N -2.37962 3.05221 -3.78961
C -1.58712 1.95331 -1.64121
C -2.27902 2.69771 -0.67131
C -2.16042 2.34391 0.64729
C -1.34442 1.26321 0.99419
N -0.69892 0.54831 0.09769
C -0.78532 0.86851 -1.20671
C -0.06912 0.04531 -2.14811
N 0.71128 -0.94429 -1.66621
C 1.32018 -1.75299 -2.51081
C 1.20228 -1.64089 -3.89721
C 0.44218 -0.62089 -4.42181
C -0.20982 0.25101 -3.54121
H -6.43712 5.67751 -10.43131
H -5.79632 6.54031 -9.00351
H -6.82952 5.09671 -8.79681
H -2.95862 3.16931 -9.60421
H -1.69182 2.28141 -7.65961
H -4.20282 4.56211 -5.04231
H -5.42112 5.42671 -6.93881
H -2.91982 3.82931 -3.44941
H -2.90282 3.52621 -0.97001
H -2.67902 2.88991 1.41539
H -1.23562 0.96221 2.02559
H 1.93228 -2.53469 -2.08281
H 1.69868 -2.36039 -4.52941
H 0.31608 -0.47239 -5.48381
C 2.62478 -6.43629 0.92249
N 2.47328 -5.04049 0.60149
C 3.61698 -4.15709 0.54639
C 2.94088 -2.80249 0.51769
O 3.44748 -1.69559 0.46729
N 1.59848 -2.99059 0.59919
C 1.37528 -4.29549 0.78299
N 0.15968 -4.79049 1.02999
H 3.44438 -6.84409 0.33259
H 1.71808 -6.97689 0.66229
H 2.84028 -6.56739 1.98529
H 4.24158 -4.33929 -0.32961
H 4.22888 -4.25319 1.45049
H -0.54442 -4.11179 1.27619
H 0.09698 -5.70169 1.45339
O 0.68018 2.88731 1.25039
Cl 1.88668 2.23591 1.76229
O 2.99098 3.16681 1.84569
O 2.28818 1.19121 0.73219
O 0.47368 -0.25449 2.78979
```

***

An isolated molecule of C7H12O. Source: the Open Molecules 2025 dataset; level of theory: ωB97M-V with the def2-TZVPD basis set.

Results
frontier orbital gap	9.5624	eV
ΔE to the lowest compared entry with this formula, charge and spin	70.5	kcal per mole
SMILES	C=C(C)/C=C(\C)CO

```
20
C7H12O, DFT ωB97M-V with the def2-TZVPD basis set
C -2.05451 1.34493 0.39674
C -1.43380 0.23603 0.77557
C -1.57476 -0.36695 2.13742
C -0.45497 -0.67645 -0.38225
C 0.58134 0.00218 -0.68302
C 1.32086 1.22926 -0.34550
C 1.49754 -1.07428 -1.81759
O 2.76321 -1.33902 -1.26943
H -1.85355 1.81680 -0.55443
H -2.85126 1.78524 0.98944
H -1.92931 -1.39737 2.06699
H -2.28486 0.18899 2.75639
H -0.61361 -0.38776 2.65598
H -0.90932 -1.61998 -0.61951
H 1.10681 2.01664 -1.06917
H 2.38927 1.01180 -0.38550
H 1.03259 1.58938 0.64088
H 0.96054 -1.98973 -2.08831
H 1.65560 -0.46644 -2.70823
H 2.65217 -1.90326 -0.49645
```

***

A cluster of 2 separate species, C4H9O4 in total. Source: the Open Molecules 2025 dataset; level of theory: ωB97M-V with the def2-TZVPD basis set.

Results
total charge	-1
frontier orbital gap	8.0954	eV
ΔE to the lowest compared entry with this formula, charge and spin	24.0	kcal per mole

```
17
C4H9O4, DFT ωB97M-V with the def2-TZVPD basis set
O -1.24364 0.80119 2.51672
C -0.44283 0.46142 1.63555
O 0.81102 0.43068 1.56322
C -1.10580 -0.19164 0.32800
C -0.79833 0.64733 -0.88428
C -0.95970 -0.11969 -2.19488
O 0.26405 -0.71956 -2.61280
H -0.63460 -1.18106 0.27215
H -2.15393 -0.50806 0.35572
H -1.44872 1.53134 -1.02829
H 0.17136 1.13061 -0.79737
H -1.77957 -0.85799 -2.10502
H -1.28137 0.47808 -3.06430
H 0.83983 -0.77685 -1.86764
H 1.99561 -1.29768 0.25880
H 2.81053 -0.15929 0.94717
O 2.87116 -0.87675 0.30059
```

***

Question: The highest ΔE to the lowest compared entry with this formula, charge and spin belongs to which entry?
Answer: C7H12O

***

Question: What is the ΔE to the lowest compared entry with this formula, charge and spin in the third record?
Answer: 24.0 kcal per mole

***

Question: The lowest ΔE to the lowest compared entry with this formula, charge and spin belongs to which entry?
Answer: C4H9O4